Entry 1:
This record from the OMol25 dataset describes a molecular structure, C34H80N10O12 in a non-equilibrium geometry. The level of theory is wB97M-V/def2-TZVPD.

Output
- E_HOMO (eV) = -6.8
- spin multiplicity = 1
- Kohn-Sham gap (eV) = 6.2
- E_LUMO (Eh) = -0.0243

Structure (XYZ):
```
136
Properties=species:S:1:pos:R:3:lowdin_charge:R:1
H -1.67009 -2.47071 1.53250 0.09
H 5.63737 -5.57247 -0.45703 0.10
H -0.36903 2.52564 -0.47923 0.04
H -2.17126 3.84204 0.09408 0.15
H -3.73369 5.32473 -4.07128 0.09
H -3.20206 -0.89195 5.50414 0.11
H -3.66402 0.37846 4.48936 0.08
O -1.15507 -6.22499 -1.04194 0.04
C 5.70194 -4.49724 -0.29025 -0.01
C -1.76294 -4.22103 -2.66895 -0.07
H -0.55881 3.72455 -0.69070 0.06
H 1.14234 2.56724 -2.34818 0.08
H -1.60156 6.01410 0.52238 0.11
H -3.87447 3.70980 -4.77565 0.09
H -0.30058 -3.10535 1.07010 0.10
O -3.35765 2.33815 3.32088 -0.02
O -2.90002 1.29236 -0.55252 -0.08
H -0.32625 3.10342 4.32928 0.07
H -0.72277 0.32399 6.82155 0.11
H 0.25308 0.90323 -0.67715 0.11
H 3.17511 -1.08179 -1.96148 0.16
H 2.19612 1.99598 -4.63195 0.15
H -1.95374 2.16822 -2.87777 0.03
H 2.62867 3.67040 1.39524 0.11
O -0.20003 -1.18050 0.57695 -0.23
H -2.50321 -5.01283 -2.55432 0.09
N 1.51970 1.24601 -4.62145 -0.01
H -3.39786 -2.28875 0.96088 0.13
C 3.64846 -4.09344 1.18564 -0.52
C -2.43980 1.19266 -2.88845 0.00
N -2.66225 3.79216 -3.02191 0.00
H -2.59533 2.07661 0.13338 -0.03
C -0.59906 6.01363 0.09449 -0.02
H -2.40471 -3.35182 -2.81286 0.07
H -2.39129 4.58896 -4.93092 0.08
H 1.34375 2.14495 -0.99125 0.07
H 1.34219 -4.26165 -0.19025 0.02
C -0.50639 -5.21457 -0.93720 -0.55
C 2.06838 -2.76115 -2.03987 -0.41
N -2.98669 -1.13222 2.57485 0.09
H 6.41502 -4.25192 0.49680 0.10
C 0.18710 4.92705 0.74247 -0.56
H -0.65134 5.86467 -0.98402 0.03
H -1.67088 -2.35246 -2.04957 0.05
H 1.04537 -2.62113 -0.13042 0.06
C 0.01264 -2.52242 0.20397 -0.16
H 1.16823 -0.07906 -2.36489 0.10
H 1.10537 -0.76551 -5.24536 0.07
O -0.31538 4.39402 1.71677 0.05
C -2.37295 1.41874 0.97353 -0.14
H 1.82069 -0.67562 0.68291 0.13
C 1.50823 -1.86692 3.90588 -0.09
H 0.82727 -2.66591 3.61261 0.10
H -0.12500 -1.67954 -1.72352 0.06
H -3.50885 1.24362 -3.09497 0.12
H 0.17561 -4.85637 1.07559 0.10
H -1.84992 0.59357 0.49018 0.08
N -0.61542 -4.27844 -1.82034 -0.02
H -1.99981 -0.73922 -0.19446 0.04
C 0.75726 -0.01342 5.38866 -0.51
C 0.62640 -5.03124 0.09870 0.02
H -1.85935 3.12279 5.21808 0.08
N 4.48773 -3.76490 0.18108 -0.14
C 1.65493 0.11196 -5.58613 -0.05
H -2.33081 -0.94863 0.74972 0.03
O -0.51170 0.50250 -3.86105 -0.11
H 4.18712 -3.27851 -1.53467 0.07
O 1.89864 0.18892 5.78787 0.00
H -0.44551 -1.04958 4.19355 -0.26
H 1.85706 -2.69403 0.94923 0.02
H -1.17016 1.06423 5.20841 0.00
H 0.96413 0.94092 2.85559 0.15
C -2.52270 -1.80562 1.39536 0.02
H -1.36842 -4.49743 -3.64674 0.10
H -2.10155 0.47637 -3.63719 0.09
H -2.15621 0.47771 5.39472 0.02
N 0.52693 -0.95173 4.44830 0.00
H 1.48304 0.17851 -6.66044 0.10
H 5.91714 -4.06408 -1.26706 0.08
O 3.77467 -5.16929 1.74783 0.07
C -1.14225 -1.40061 -1.99830 -0.04
C -3.20798 4.38465 -4.23855 -0.02
C 1.58733 -0.68596 -3.16747 -0.09
H -2.88164 2.83926 -2.76903 0.05
H -1.48542 4.40117 3.99933 0.08
C 3.17705 -3.68609 -1.57634 0.02
H 1.56112 5.30745 -0.57092 0.13
H -1.02637 -1.08188 -3.03420 0.09
H 2.67437 -0.24306 -5.43508 0.10
H -0.03354 1.88589 6.13773 0.08
C -2.77996 -0.18261 4.79224 0.03
H -1.68832 2.59902 -0.99394 0.05
H -0.54554 2.21749 2.01063 0.07
H -3.94468 -0.81615 2.62446 0.17
C -1.38633 3.34800 4.26223 -0.01
H 2.94992 -2.15565 2.11181 0.08
H 3.13352 -4.57341 -2.20789 0.14
O 0.93317 -3.16052 -2.00571 0.11
H -0.65130 2.68310 -2.40111 0.04
C 2.28255 3.51998 0.37266 -0.08
H 3.07398 3.39970 -0.36712 0.10
C 0.26254 2.60739 -2.99040 0.04
H -0.60575 -2.84273 -0.63454 0.08
O -1.03651 -1.12613 3.44999 0.17
N 2.52990 -1.62137 -2.52064 0.11
H -0.52857 0.79356 2.02737 0.07
C -2.43903 0.64999 -1.48545 -0.42
H -3.36095 1.02087 1.20520 0.14
C -1.63725 3.67714 -0.84174 -0.03
H -0.00138 6.91150 0.25170 0.10
H 0.11209 -3.57875 -1.85572 -0.29
C -2.12580 2.48226 3.24104 -0.50
N -1.53433 2.02558 2.08523 0.03
H 1.62129 2.65591 0.43777 -0.09
H 4.38040 -2.81053 -0.13160 0.12
C -1.89573 4.38402 -2.13331 -0.51
H 0.82705 -1.12238 -3.81524 0.09
H 1.18309 -5.96807 0.07542 0.11
C -2.23219 -0.84066 3.55817 -0.40
H 2.04711 -1.53564 3.01820 0.02
H 2.03587 -3.59803 2.46582 0.10
N 1.40730 4.64364 0.17460 0.04
C 0.51277 1.90285 -0.32871 -0.10
O 0.96333 1.82672 1.03663 -0.18
H 1.11669 -1.29458 2.11310 0.04
H 2.21041 -2.25415 4.64420 0.11
C 0.54859 0.77576 1.86153 -0.12
H 2.18815 -0.03754 -3.80517 0.05
C 0.40980 1.38485 -3.81944 -0.42
H 3.00259 -4.00776 -0.54960 0.05
H 0.33932 3.52158 -3.57901 0.13
C 0.91220 -0.61899 1.28252 -0.13
C -0.38698 0.87350 5.94213 -0.01
O -1.63623 5.58812 -2.26186 0.02
N -1.83539 -0.44479 -1.14650 0.10
C 2.57515 -3.08020 1.67264 -0.01
```

***

Entry 2:
This record from the OMol25 dataset describes 2 unconnected molecules or ions with the total composition C2HF3O2 in a non-equilibrium geometry. The level of theory is wB97M-V/def2-TZVPD.

Output
- E_HOMO (spin up / spin down) (eV) = -10.0 / -9.9
- spin multiplicity = 1
- Kohn-Sham gap (spin up / spin down) (eV) = 9.2 / 8.7
- E_LUMO (spin up / spin down) (Eh) = -0.0281 / -0.0437

Structure (XYZ):
```
8
Properties=species:S:1:pos:R:3:lowdin_charge:R:1
O 2.31358 -0.08392 0.81165 0.14
C 1.81224 0.21330 -0.21882 -0.27
F -1.22110 0.63864 1.45602 0.09
F 2.25488 0.95711 -1.17030 0.14
O -1.81657 -1.08641 0.06277 0.09
H -1.05024 -1.46240 -0.45053 0.14
C -1.61323 0.22828 0.21828 -0.36
F -0.67957 0.59541 -0.70908 0.03
```

***

Entry 3:
This record from the OMol25 dataset describes 5 unconnected molecules or ions with the total composition C3H14NO4 in a non-equilibrium geometry. The level of theory is wB97M-V/def2-TZVPD.

Output
- E_HOMO (eV) = -14.2
- spin multiplicity = 1
- Kohn-Sham gap (eV) = 10.4
- E_LUMO (Eh) = -0.1405
- charge = +1

Structure (XYZ):
```
22
Properties=species:S:1:pos:R:3:lowdin_charge:R:1
H -1.45162 -1.99575 1.59662 0.09
H 1.13976 1.75373 -1.24134 0.01
H 1.44242 0.16719 3.79770 0.05
O -0.69639 -1.98685 0.97846 -0.05
H -0.00526 -1.29398 -1.77589 0.13
O 1.91302 -0.08721 0.37604 -0.04
H -2.26338 -2.00456 -2.52010 0.11
H 0.05441 -0.11069 0.39756 0.10
H -3.08674 -0.74261 -1.41183 0.08
O 1.84992 0.23350 2.93713 -0.05
H 2.42407 0.42360 1.02487 0.06
C -2.14576 -1.19132 -1.72742 0.05
H 0.13757 -2.05083 1.46328 0.06
H 0.57533 2.31715 -2.57130 0.04
H 2.49721 -0.60460 -0.16439 0.07
H -0.96237 2.02051 0.53215 0.13
C -0.93060 -0.91738 -1.30097 -0.15
C -1.22897 1.30891 -0.24995 0.14
N -0.64472 0.17154 -0.30996 0.00
O 0.61780 2.43134 -1.64915 -0.01
H 2.25852 -0.61967 2.72169 0.05
H -1.96722 1.63745 -0.99375 0.13
```

***

Entry 4:
This record from the OMol25 dataset describes 3 unconnected molecules or ions with the total composition C38H34FO5 in a non-equilibrium geometry. The level of theory is wB97M-V/def2-TZVPD.

Output
- E_HOMO (eV) = -2.0
- spin multiplicity = 1
- Kohn-Sham gap (eV) = 2.9
- E_LUMO (Eh) = 0.0308
- charge = -1

Structure (XYZ):
```
78
Properties=species:S:1:pos:R:3:lowdin_charge:R:1
C -6.65841 -4.14486 0.41759 -0.01
H -0.08297 4.37389 2.88138 0.10
H 0.66532 1.19163 4.34919 0.08
H 2.05503 3.29718 4.64655 0.08
C 2.96214 -4.36944 -3.62210 -0.01
C -5.20770 -2.25652 0.04483 -0.08
C -1.47149 -2.12073 -0.76193 0.03
C 0.63502 4.61417 3.65877 -0.20
O 4.31908 -2.72322 -1.83163 0.10
C 0.59312 2.03002 3.65373 -0.30
H -0.46329 2.12012 3.39604 0.08
H 0.16254 5.27476 4.37985 0.10
H 0.56831 -2.59815 -1.18650 0.10
H -1.33609 -1.05417 -0.88045 0.13
C 3.32839 -2.25823 -2.36006 -0.29
C 1.59529 6.42025 2.06538 -0.22
O 4.22699 2.75866 1.71328 0.03
C 1.34183 1.65393 2.36977 -0.21
F 4.19314 2.55950 3.93864 0.03
C -0.58217 -4.35782 -0.76931 -0.05
H 0.41597 1.32496 -2.89021 0.12
C 2.53316 -3.08313 -3.31914 -0.09
H -6.79193 -5.21384 0.50436 0.12
C -3.86168 -1.68109 -0.25430 -0.27
H 1.95497 4.32413 0.62400 0.05
C 1.36710 -2.58512 -3.90022 -0.10
H 0.34448 4.16711 -0.12461 0.07
H -0.34907 5.85335 1.28003 0.09
C 2.74863 1.08405 2.64831 -0.22
H 3.72828 1.81737 -0.22252 0.09
C 1.86502 5.31846 3.09915 -0.22
C 0.63008 -3.38185 -4.76664 -0.01
H 0.47302 3.31378 5.36125 0.09
C 3.77712 2.15326 2.68777 -0.44
C -7.73437 -3.28633 0.55550 -0.07
H 2.57838 4.61052 2.69285 0.08
H 2.74891 0.50876 3.57011 0.10
O -4.40221 -5.77108 0.17085 0.09
C -6.28945 -1.39832 0.19193 0.00
H 1.72220 2.72638 -1.32277 0.08
C -2.90537 -4.00467 -0.28640 -0.09
H -8.72103 -3.68593 0.74957 0.10
C 0.99851 3.30655 4.39967 -0.22
H 2.36773 5.80139 3.93604 0.11
C 2.86259 -0.87854 -2.07680 -0.09
C -5.39112 -3.63409 0.16511 -0.08
H -8.39026 -1.24113 0.56096 0.10
H 3.86927 -4.74498 -3.16989 0.12
H -6.13485 -0.33222 0.10451 0.12
C 0.66092 6.03380 0.92981 -0.27
C 2.22886 -5.15673 -4.49270 -0.07
H 2.54778 6.69505 1.61782 0.11
H 1.46002 2.56516 1.77792 0.01
C -1.82797 -4.86587 -0.44684 -0.01
C -4.24207 -4.57499 0.03036 -0.28
O -3.71222 -0.48408 -0.35172 0.12
C 3.17602 1.20807 -0.92646 -0.03
H 0.48251 -5.28280 -5.73704 0.10
H -1.97391 -5.92926 -0.32067 0.12
H 1.57230 5.18011 -0.84668 0.07
C 1.05901 -4.66395 -5.06199 -0.07
C -0.40644 -2.98869 -0.93146 -0.03
C 1.16053 4.84142 0.10129 -0.11
C -2.72484 -2.62549 -0.43900 -0.07
C 1.30820 0.93638 -2.41992 0.01
C 1.71068 -0.36436 -2.68978 -0.10
H -0.27773 -2.98954 -5.20288 0.12
H 0.58881 6.89750 0.26946 0.09
C 0.89652 -1.19833 -3.60705 -0.30
H 1.17706 7.28703 2.57292 0.10
C 2.03955 1.71886 -1.54180 -0.02
C 3.58603 -0.08714 -1.19319 0.01
H 3.04536 0.42383 1.83422 0.07
O -0.13077 -0.78334 -4.10650 0.09
H 4.46275 -0.49361 -0.70936 0.12
H 2.56609 -6.15768 -4.72838 0.10
H 0.25763 -5.02834 -0.89886 0.11
C -7.54882 -1.91170 0.44697 -0.06
```